Below is 4 unconnected molecules or ions with the total composition H8O4, with properties calculated with ωB97M-V with the def2-TZVPD basis set.

Last columns: bonded neighbours and bond lengths (Å).
CARTESIAN COORDINATES (ANGSTROEM)
1 O -8.7808 16.1718 -23.4122  H2 0.957, H3 0.957
2 H -8.9918 16.9137 -22.8454  O1 0.957
3 H -8.1803 15.6366 -22.8935  O1 0.957
4 O -12.8704 15.7295 -26.1465  H5 0.957, H6 0.957
5 H -12.1056 15.9140 -25.6012  O4 0.957
6 H -12.9204 16.4717 -26.7488  O4 0.957
7 O -10.9482 20.4833 -25.1800  H8 0.957, H9 0.957
8 H -11.7061 20.6603 -24.6227  O7 0.957
9 H -11.3174 20.3566 -26.0540  O7 0.957
10 O -7.1722 17.6384 -28.2686  H11 0.957, H12 0.957
11 H -7.4863 17.0988 -27.5431  O10 0.957
12 H -7.7082 17.3720 -29.0155  O10 0.957

Summary:
HOMO ... -11.509 eV
Kohn-Sham gap ... 0.4349 Ha
Energy above the lowest of the compared OMol25 structures with the same formula, charge and spin ... 1.164 eV
Structure (SMILES) ... O.O.O.O
E_LUMO ... 0.33 eV
Multiplicity ... 1

Below is 4 unconnected molecules or ions with the total composition H8O4 in a non-equilibrium geometry, with properties calculated with ωB97M-V with the def2-TZVPD basis set.

Last columns: bonded neighbours and bond lengths (Å).
CARTESIAN COORDINATES (ANGSTROEM)
1 O -1.2280 0.8059 0.5778  H2 1.021, H3 0.971
2 H -0.2232 0.7852 0.7573  O1 1.021
3 H -1.5258 1.3863 1.2972  O1 0.971
4 O -0.0991 0.0542 -1.7682  H5 0.968, H6 1.020
5 H -0.7808 0.6568 -1.4376  O4 0.968
6 H -0.4284 -0.8215 -1.3614  O4 1.020
7 O 1.4058 0.3843 0.3825  H8 0.971, H9 0.946
8 H 0.9922 0.1489 -0.4639  O7 0.971
9 H 2.2243 0.8291 0.2178  O7 0.946
10 O -0.2021 -1.7134 0.3454  H11 0.988, H12 0.971
11 H 0.6786 -1.3215 0.5600  O10 0.988
12 H -0.8134 -1.1943 0.8932  O10 0.971

Summary:
HOMO ... -11.044 eV
Kohn-Sham gap ... 0.4275 Ha
Energy above the lowest of the compared OMol25 structures with the same formula, charge and spin ... 0.621 eV
Structure (SMILES) ... O.O.O.O
E_LUMO ... 0.59 eV
Multiplicity ... 1

Question: Look up the E_LUMO of the second one.
Answer: 0.59 eV